Formula: C5H19N2O3
Source: the Open Molecules 2025 dataset
Level of theory: ωB97M-V/def2-TZVPD

Calculated values
LUMO (spin up / spin down) = -6.90 / -10.04 eV
HOMO energy (spin up / spin down) = -17.58 / -18.34 eV
Total charge = +2
Multiplicity = 2
<S²> = 0.772
Molecular weight = 155.218 g mol⁻¹
Energy = -536.46915 Ha

```
29
C5H19N2O3 | the Open Molecules 2025 dataset | ωB97M-V/def2-TZVPD
C 1.5414 0.0307 1.4210
C 1.9012 1.2846 0.5774
C 1.5168 1.0649 -0.8448
C 0.3362 0.5702 -1.3990
N -0.0022 0.9052 -2.6552
C -1.4260 0.7100 -3.1106
N 1.9720 -1.3008 0.8826
H 1.7137 0.1044 2.4903
H 0.4475 0.0636 1.4818
H 1.2329 2.0640 0.9474
H 2.8904 1.6897 0.8159
H 2.1199 1.6632 -1.5443
H -0.4003 -0.0672 -0.9354
H 0.3841 1.7607 -3.0463
H -1.5635 -0.3684 -3.2387
H -2.1134 1.3688 -2.5860
H -1.3194 1.0731 -4.1322
H 2.9607 -1.3311 1.1537
H 1.8943 -1.3868 -0.1278
H 1.4530 -1.9979 1.4294
H -0.7676 -3.3762 1.3650
H -1.0953 -2.0516 0.7559
O -0.3477 -2.5921 0.9943
H -2.4893 0.0365 2.5353
H -1.4900 -0.3465 3.6848
O -1.6878 -0.4515 2.7432
H -3.2588 0.5919 -0.0369
H -2.0708 -0.1171 0.5662
O -2.3321 0.4057 -0.1870
```


Formula: C22H26FN3O5S
Source: the Open Molecules 2025 dataset
Level of theory: ωB97M-V/def2-TZVPD

Calculated values
LUMO = 0.47 eV
HOMO energy = -9.13 eV
Molecular weight = 463.531 g mol⁻¹
Structure (SMILES) = Cc1ccccc1N(CC(=O)NC[C@@H]1CCCO1)C(=O)CNS(=O)(=O)c1ccc(F)cc1
Energy = -1892.48500 Ha

```
58
C22H26FN3O5S | the Open Molecules 2025 dataset | ωB97M-V/def2-TZVPD
C 4.6463 -0.6784 2.3658
C 3.6731 0.3007 2.9497
C 4.0007 1.0310 4.0861
C 3.1187 1.9501 4.6241
C 1.8815 2.1542 4.0350
C 1.5338 1.4401 2.9034
C 2.4247 0.5189 2.3679
N 2.0691 -0.1755 1.1734
C 2.4950 0.4534 -0.0680
C 1.4735 1.5021 -0.5370
O 1.7002 2.6940 -0.4916
N 0.3384 0.9546 -0.9912
C -0.7927 1.7397 -1.4099
C -1.0641 1.5612 -2.9023
C -2.2301 2.4237 -3.4286
C -2.9467 1.5022 -4.4284
C -2.0706 0.2390 -4.4250
O -1.4321 0.2187 -3.1696
C 1.2116 -1.2056 1.1189
O 0.8136 -1.6725 0.0613
C 0.8207 -1.8453 2.4455
N -0.5381 -2.3214 2.3025
S -1.6510 -1.1864 1.7529
O -1.0029 0.0881 1.6067
O -2.7859 -1.2558 2.6300
C -2.1893 -1.7629 0.1495
C -1.7058 -2.9198 -0.4250
C -2.1782 -3.3028 -1.6693
C -3.1319 -2.5159 -2.2902
F -3.5980 -2.8913 -3.4981
C -3.6350 -1.3630 -1.7126
C -3.1487 -0.9870 -0.4742
H 5.2344 -1.1460 3.1522
H 5.3355 -0.1654 1.6944
H 4.1328 -1.4501 1.7974
H 4.9637 0.8740 4.5502
H 3.3974 2.5081 5.5054
H 1.1913 2.8712 4.4514
H 0.5733 1.5677 2.4283
H 2.5976 -0.3245 -0.8290
H 3.4515 0.9488 0.1050
H 0.2225 -0.0507 -0.9683
H -1.6721 1.4344 -0.8365
H -0.5575 2.7872 -1.2056
H -0.1440 1.7969 -3.4628
H -1.8617 3.3346 -3.8948
H -2.8890 2.6995 -2.6063
H -3.9538 1.2678 -4.0875
H -3.0129 1.9364 -5.4235
H -1.3183 0.2991 -5.2260
H -2.6323 -0.6869 -4.5367
H 1.4751 -2.7054 2.6237
H 0.9342 -1.1285 3.2665
H -0.9013 -2.7819 3.1228
H -0.9549 -3.4953 0.0881
H -1.8171 -4.1933 -2.1585
H -4.3841 -0.7834 -2.2271
H -3.5099 -0.1022 0.0258
```


Formula: H24O12
Source: the Open Molecules 2025 dataset
Level of theory: ωB97M-V/def2-TZVPD

Calculated values
LUMO = -0.43 eV
HOMO energy = -10.33 eV
Molecular weight = 216.180 g mol⁻¹
Structure (SMILES) = O.O.O.O.O.O.O.O.O.O.O.O
Energy = -917.28558 Ha

```
36
H24O12 | the Open Molecules 2025 dataset | ωB97M-V/def2-TZVPD
O 0.4422 -0.0745 0.3135
H -0.1657 -0.4036 -0.3684
H 0.9155 0.6537 -0.1134
O -0.1982 0.4327 -2.9673
H -0.4729 -0.5173 -3.0528
H 0.7485 0.4263 -3.1404
O -0.5037 2.9429 0.4222
H -0.1957 2.3138 1.0863
H -0.2398 3.8044 0.7668
O -2.5898 -0.7804 -0.5919
H -2.9661 -1.6181 -0.2927
H -3.3059 -0.3400 -1.0776
O 3.2249 2.1340 1.9722
H 2.3025 1.8807 2.1815
H 3.6463 1.3199 1.6676
O -2.3622 2.2992 -1.5102
H -1.8321 1.5110 -1.6871
H -1.8405 2.7899 -0.8432
O -0.3241 -3.7079 -0.7045
H 0.3622 -3.4555 -0.0621
H -1.1524 -3.5603 -0.2347
O 4.4882 0.3721 -0.4950
H 3.7780 0.7960 -0.9885
H 5.2714 0.4947 -1.0428
O 1.2295 -2.3813 1.7995
H 0.9236 -1.5467 1.3851
H 0.7723 -2.4211 2.6465
O -0.8647 -2.2335 -3.0852
H -0.7448 -2.5216 -2.1527
H -1.6673 -2.6728 -3.3846
O -2.3688 0.7183 1.7388
H -3.1608 0.5151 2.2471
H -2.4606 0.2061 0.9099
O 0.7208 1.1363 2.8102
H 0.4088 0.8519 3.6754
H 0.1814 0.6354 2.1727
```